Entry from the OMol25 dataset: one molecule with the formula C20H22N4O3S at a distorted geometry (ωB97M-V/def2-TZVPD).

Calculated values
SMILES: CSc1ccccc1OCc1cc(C(=O)NCCc2nc(C)cc(C)n2)no1
Max |F| (eV/Å): 1.0
LUMO level (eV): 0.692
Energy above the lowest of the compared OMol25 structures with the same formula, charge and spin (kJ/mol): 363.96
HOMO level (eV): -8.4
DFT total energy (eV): -44034.743
Spin multiplicity: 1

Structure (XYZ):
```
50
Properties=species:S:1:pos:R:3:forces:R:3:nbo_charge:R:1
C 3.60928 1.87746 -1.39157 -0.09 -0.31 0.34 -0.73
S 2.66995 0.92630 -0.15501 0.06 -0.04 -0.15 0.23
C 3.65021 -0.55402 -0.04488 -0.24 0.50 -0.29 -0.25
C 4.10063 -0.96190 1.20293 0.03 -0.06 -0.07 -0.19
C 4.83437 -2.12557 1.33695 0.02 -0.09 0.09 -0.22
C 5.13744 -2.88427 0.21874 -0.02 -0.03 0.04 -0.20
C 4.68249 -2.49144 -1.02702 -0.11 0.10 -0.24 -0.28
C 3.92573 -1.33611 -1.16751 0.08 -0.08 0.11 0.35
O 3.45270 -0.95741 -2.41390 0.48 0.06 0.31 -0.53
C 2.36299 -1.73350 -2.88544 -0.42 -0.04 -0.05 -0.11
C 1.18480 -1.59910 -1.97706 0.01 -0.62 0.81 0.28
C 0.91735 -2.14956 -0.75498 -0.16 0.28 -0.66 -0.31
C -0.29260 -1.52414 -0.36388 0.72 0.00 -0.75 0.05
C -1.02667 -1.73386 0.91437 -0.58 0.19 0.06 0.65
O -0.68170 -2.56997 1.72961 0.30 -0.15 0.01 -0.62
N -2.08936 -0.92550 1.03351 0.01 0.06 -0.18 -0.63
C -2.88508 -0.81276 2.22797 0.00 -0.05 0.26 -0.21
C -2.90442 0.63694 2.73202 0.00 -0.25 -0.06 -0.45
C -3.50715 1.57599 1.72879 -0.08 0.14 0.14 0.45
N -4.46428 2.38909 2.14533 -0.17 0.03 0.42 -0.48
C -4.98472 3.23753 1.26327 0.08 0.04 -0.37 0.28
C -6.05722 4.15459 1.75373 -0.01 0.01 0.00 -0.65
C -4.54470 3.26191 -0.05623 0.12 -0.21 0.22 -0.32
C -3.54669 2.36168 -0.41374 -0.27 0.27 0.03 0.29
C -2.99657 2.26671 -1.79798 0.00 0.02 -0.05 -0.66
N -3.03605 1.53402 0.48939 0.17 -0.04 -0.14 -0.52
N -0.69041 -0.68597 -1.29190 -0.74 0.09 0.74 -0.12
O 0.21460 -0.72466 -2.28876 0.46 -0.05 -0.44 -0.26
H 3.06575 2.80634 -1.53029 -0.01 0.10 -0.03 0.23
H 4.60344 2.07702 -1.00269 0.07 0.10 -0.07 0.22
H 3.66011 1.32142 -2.32083 0.01 0.08 -0.07 0.23
H 3.85728 -0.35895 2.06392 0.02 0.08 0.08 0.23
H 5.17355 -2.43682 2.31295 0.04 -0.03 0.09 0.22
H 5.72096 -3.78724 0.31500 0.06 -0.07 0.01 0.22
H 4.90259 -3.08103 -1.90502 0.04 -0.05 -0.10 0.22
H 2.64641 -2.79113 -2.96809 -0.05 0.18 -0.02 0.19
H 2.12451 -1.33092 -3.87194 0.01 -0.16 0.07 0.22
H 1.47506 -2.87394 -0.20138 0.17 -0.18 0.10 0.26
H -2.22993 -0.17520 0.35740 0.17 -0.19 0.04 0.45
H -2.45225 -1.47357 2.98350 -0.13 0.07 -0.09 0.24
H -3.91030 -1.14000 2.01752 0.07 -0.02 0.11 0.19
H -3.47404 0.70782 3.65792 0.04 0.02 -0.03 0.23
H -1.87646 0.95343 2.92398 0.02 -0.01 0.06 0.23
H -6.96372 4.02324 1.16553 -0.08 0.04 -0.02 0.23
H -5.73705 5.19044 1.65316 -0.04 0.09 0.00 0.23
H -6.26772 3.94315 2.79764 -0.03 0.01 0.02 0.24
H -4.96559 3.94834 -0.77398 -0.05 0.07 -0.09 0.22
H -3.79375 2.03742 -2.50313 -0.03 0.00 -0.10 0.23
H -2.24021 1.48704 -1.83754 0.01 -0.01 -0.04 0.26
H -2.55380 3.21759 -2.08971 0.03 0.06 -0.08 0.23
```
Forces are in eV/Å.

Entry from the OMol25 dataset: one molecule with the formula C20H22N4O5 (ωB97M-V/def2-TZVPD).

Calculated values
SMILES: Cc1c(NC(=O)[C@H](CC(=O)O)NCc2ccco2)c(=O)n(-c2ccccc2)n1C
Max |F| (eV/Å): 1.0
LUMO level (eV): 0.691
Energy above the lowest of the compared OMol25 structures with the same formula, charge and spin (kJ/mol): 250.08
HOMO level (eV): -7.9
DFT total energy (eV): -37294.984
Spin multiplicity: 1

Structure (XYZ):
```
51
Properties=species:S:1:pos:R:3:forces:R:3:nbo_charge:R:1
C 2.00909 0.67761 -3.02945 0.07 0.00 -0.01 -0.68
C 0.66204 0.89257 -2.44564 -0.24 -0.30 0.41 0.22
C 0.12160 0.50734 -1.25604 0.25 0.33 -0.56 -0.03
N 0.54078 -0.26166 -0.17847 -0.59 0.16 0.16 -0.61
C 1.68683 -0.89416 0.10846 -0.12 -0.08 0.44 0.68
O 2.68492 -0.94989 -0.58466 0.29 -0.05 -0.12 -0.65
C 1.63665 -1.58743 1.49101 0.08 -0.01 -0.32 -0.13
C 2.03492 -3.06250 1.28856 0.01 0.25 0.10 -0.52
C 2.13738 -3.74239 2.62811 0.34 -0.01 0.09 0.80
O 3.10623 -3.77796 3.33493 0.12 0.00 -0.06 -0.58
O 0.96481 -4.29314 2.98139 -0.65 -0.36 -0.09 -0.70
N 0.33154 -1.42993 2.11067 -0.08 -0.43 0.10 -0.64
C 0.30572 -0.62882 3.32889 -0.04 -0.22 0.25 -0.26
C 1.14696 -1.17461 4.44025 0.55 0.74 -0.24 0.24
C 2.38147 -0.81879 4.89829 -0.60 -0.06 -0.19 -0.30
C 2.70439 -1.73199 5.93144 -0.35 -0.41 0.17 -0.30
C 1.64752 -2.57915 6.02048 0.76 0.16 0.41 0.08
O 0.69826 -2.25403 5.12329 -0.46 -0.04 -0.18 -0.42
C -1.22851 1.04362 -1.17123 0.32 0.10 -0.03 0.61
O -2.04599 0.90694 -0.27696 -0.14 -0.13 0.15 -0.64
N -1.40883 1.74289 -2.35090 0.39 0.17 0.26 -0.28
C -2.64608 2.15287 -2.86497 -0.40 0.03 -0.26 0.21
C -3.54750 2.79766 -2.02386 0.13 -0.04 0.04 -0.23
C -4.77630 3.19547 -2.51612 -0.01 0.00 -0.05 -0.20
C -5.10859 2.97057 -3.84197 -0.09 0.00 -0.05 -0.22
C -4.21298 2.32115 -4.67482 -0.05 0.05 -0.02 -0.20
C -2.98694 1.90264 -4.19181 0.10 -0.07 0.11 -0.27
N -0.29093 1.58875 -3.16984 -0.24 -0.53 -0.28 -0.21
C 0.08697 2.70826 -4.00373 0.12 0.35 0.10 -0.42
H 2.54187 1.62380 -3.12427 0.06 0.07 -0.05 0.22
H 1.92729 0.23005 -4.01871 -0.01 0.00 -0.11 0.22
H 2.57897 0.01892 -2.37989 -0.02 0.07 -0.08 0.29
H -0.18612 -0.36668 0.53613 0.21 -0.09 -0.09 0.46
H 2.41534 -1.11122 2.10339 -0.08 -0.07 -0.10 0.23
H 2.99957 -3.08874 0.78250 -0.10 -0.06 0.06 0.27
H 1.27718 -3.56119 0.68276 0.03 0.00 -0.05 0.23
H 1.01677 -4.67510 3.87198 0.26 0.18 -0.10 0.50
H -0.09843 -2.33288 2.28031 0.03 0.12 0.00 0.39
H -0.73772 -0.56826 3.64860 0.08 0.15 0.00 0.23
H 0.65682 0.37649 3.08243 -0.08 -0.03 0.13 0.21
H 2.98391 -0.00469 4.55006 0.07 0.21 -0.14 0.23
H 3.60168 -1.75566 6.51352 0.17 -0.08 0.17 0.23
H 1.45166 -3.41914 6.65734 -0.11 -0.12 0.05 0.20
H -3.28423 2.96013 -0.99197 0.04 0.03 0.08 0.24
H -5.47648 3.69063 -1.86040 -0.05 0.04 0.06 0.22
H -6.06591 3.29177 -4.22351 -0.08 0.03 -0.03 0.21
H -4.47284 2.12767 -5.70507 -0.02 -0.02 -0.08 0.22
H -2.30319 1.36497 -4.83180 0.08 -0.03 -0.02 0.22
H -0.81050 3.17785 -4.40051 0.08 -0.05 -0.03 0.23
H 0.69007 2.34202 -4.83237 -0.03 0.01 0.02 0.22
H 0.65888 3.45735 -3.44583 -0.02 0.04 -0.01 0.19
```
Forces are in eV/Å.

Entry from the OMol25 dataset: one molecule with the formula C20H22N4O7S2 (ωB97M-V/def2-TZVPD).

Calculated values
SMILES: COc1cc(C(c2c(O)nc(SC)[nH]c2=O)c2c(O)nc(SC)[nH]c2=O)cc(OC)c1OC
Max |F| (eV/Å): 0.9
LUMO level (eV): 0.525
HOMO level (eV): -7.8
DFT total energy (eV): -63060.774
Spin multiplicity: 1

Structure (XYZ):
```
55
Properties=species:S:1:pos:R:3:forces:R:3:nbo_charge:R:1
C -3.17639 -4.29327 2.25036 0.05 -0.25 0.16 -0.25
O -3.33859 -3.04993 1.59398 0.18 0.25 -0.41 -0.53
C -2.24167 -2.62925 0.86452 0.05 0.09 0.13 0.26
C -1.58721 -1.48448 1.28090 -0.14 -0.20 -0.05 -0.27
C -0.49456 -1.00020 0.57465 -0.12 -0.41 -0.12 0.05
C 0.16219 0.27853 1.05085 -0.02 0.17 -0.02 -0.28
C -0.69110 1.45457 0.65483 -0.11 -0.24 -0.18 -0.25
C -1.06131 1.72093 -0.63680 -0.29 0.28 0.78 0.59
O -0.71341 0.92559 -1.65154 0.18 -0.05 0.02 -0.65
N -1.80322 2.80195 -0.99172 0.03 0.01 -0.26 -0.59
C -2.14777 3.62882 -0.06010 -0.01 -0.13 -0.39 0.32
S -3.05398 5.06258 -0.47525 -0.19 0.33 -0.05 0.26
C -3.10925 4.88049 -2.27640 0.10 -0.13 0.41 -0.72
N -1.85275 3.44705 1.23857 -0.06 0.19 0.08 -0.59
C -1.09840 2.35098 1.69986 -0.13 -0.07 -0.50 0.65
O -0.86726 2.25088 2.88840 0.12 0.01 0.39 -0.64
C 1.60075 0.39778 0.60662 -0.13 -0.42 0.32 -0.27
C 2.47343 -0.60270 0.96144 0.13 0.61 -0.28 0.57
O 2.06016 -1.64028 1.69814 -0.10 0.09 0.06 -0.64
N 3.78691 -0.63448 0.61931 0.14 -0.26 0.08 -0.59
C 4.24398 0.35663 -0.07569 -0.01 -0.30 0.18 0.32
S 5.91759 0.37038 -0.57157 0.32 0.04 -0.12 0.26
C 6.46493 -1.20394 0.13720 -0.30 0.30 -0.07 -0.72
N 3.48385 1.40126 -0.44250 0.22 0.06 -0.11 -0.59
C 2.11133 1.52811 -0.11791 0.33 -0.17 0.08 0.65
O 1.54931 2.54715 -0.46561 0.04 0.27 -0.15 -0.63
C -0.06852 -1.69027 -0.54046 -0.19 -0.19 0.06 -0.26
C -0.71239 -2.84702 -0.98390 0.04 0.15 0.18 0.27
O -0.14136 -3.39681 -2.09216 -0.04 0.22 0.11 -0.50
C -0.61948 -4.60434 -2.64059 0.00 -0.36 -0.17 -0.24
C -1.83003 -3.31898 -0.28732 -0.28 -0.25 -0.13 0.18
O -2.52062 -4.45458 -0.70054 0.43 0.31 0.35 -0.55
C -3.84012 -4.20457 -1.14705 -0.25 0.07 -0.15 -0.25
H -4.12781 -4.49976 2.73802 0.06 -0.04 0.03 0.19
H -2.38483 -4.22982 3.00482 -0.05 0.01 -0.02 0.17
H -2.93936 -5.09797 1.54968 -0.03 0.06 0.03 0.19
H -1.94177 -0.97979 2.16601 -0.07 0.06 0.15 0.23
H 0.16165 0.26456 2.14938 -0.06 -0.02 -0.19 0.27
H -1.02709 1.33579 -2.46986 -0.03 0.06 0.13 0.50
H -2.09196 4.82777 -2.64894 -0.01 0.00 -0.12 0.24
H -3.65255 3.97416 -2.52101 0.00 0.00 -0.12 0.23
H -3.62065 5.75562 -2.66321 -0.05 0.09 0.03 0.23
H -2.13363 4.12947 1.93317 0.07 -0.15 -0.06 0.43
H 2.81197 -2.23408 1.83397 0.01 0.13 -0.08 0.50
H 7.51613 -1.30705 -0.11039 0.07 0.05 -0.05 0.23
H 5.88297 -2.00685 -0.30222 0.05 -0.09 0.04 0.24
H 6.32147 -1.17249 1.21178 0.05 -0.10 0.04 0.24
H 3.88538 2.17312 -0.96261 -0.13 -0.08 0.08 0.43
H 0.77049 -1.34608 -1.12267 0.12 0.03 -0.07 0.23
H 0.09496 -4.86354 -3.42274 -0.06 0.01 0.04 0.18
H -0.65463 -5.40192 -1.89597 0.00 0.06 -0.10 0.19
H -1.60997 -4.48453 -3.08742 0.04 -0.02 0.04 0.17
H -4.26098 -5.17832 -1.39387 -0.05 0.05 -0.03 0.19
H -3.83589 -3.56985 -2.04114 0.02 -0.05 0.03 0.17
H -4.44654 -3.72498 -0.37550 0.04 -0.04 -0.03 0.19
```
Forces are in eV/Å.